No. 1
{"formula": "C3H2Cl2O2", "method": "ωB97M-V with the def2-TZVPD basis set", "elements": ["C", "C", "C", "O", "O", "Cl", "Cl", "H", "H"], "positions_angstrom": [[0.22080, 0.02959, -1.09804], [-0.91261, -0.12058, 0.31455], [-1.71999, -1.11101, 0.10592], [0.27461, -0.80121, -1.95169], [-2.22018, -1.97833, -0.47148], [-0.70669, 1.10364, 1.51275], [2.74100, 0.92071, 1.08924], [0.83421, 0.87193, -1.11113], [1.48887, 1.08526, 1.60987]], "spin_multiplicity": 1, "smiles": "O=C=C(Cl)C=O.Cl", "max_force_ev_per_a": 4.478, "energy_ha": -1186.28837}



No. 2
{"formula": "C43H42N6O2S", "method": "ωB97M-V with the def2-TZVPD basis set", "elements": ["C", "C", "C", "C", "C", "C", "C", "O", "C", "O", "C", "C", "C", "C", "N", "C", "C", "C", "C", "C", "C", "S", "H", "H", "H", "H", "H", "H", "H", "H", "H", "H", "H", "H", "H", "H", "H", "H", "H", "N", "C", "C", "C", "C", "C", "H", "H", "H", "H", "H", "N", "C", "C", "C", "C", "C", "H", "H", "H", "H", "H", "N", "C", "C", "C", "C", "C", "H", "H", "H", "H", "H", "N", "C", "C", "C", "C", "C", "H", "H", "H", "H", "H", "N", "C", "C", "C", "C", "C", "H", "H", "H", "H", "H"], "positions_angstrom": [[-5.91890, -5.13795, 2.86464], [-6.60521, -3.99998, 2.96910], [-7.23756, -3.57216, 4.27032], [-7.14211, -2.09982, 4.60605], [-8.29433, -1.31985, 4.76740], [-9.67739, -1.90912, 4.60371], [-10.03011, -2.19140, 3.14265], [-10.68815, -1.00973, 2.62270], [-10.35304, -0.70155, 1.35004], [-10.41240, -1.46315, 0.42369], [-8.19025, 0.03260, 5.07887], [-6.94408, 0.61508, 5.25534], [-5.80404, -0.15873, 5.12782], [-5.88176, -1.50882, 4.78468], [-4.70125, -2.25950, 4.65402], [-3.63063, -1.65068, 3.96422], [-2.90338, -2.35653, 3.01028], [-1.83258, -1.76473, 2.35925], [-1.46875, -0.45323, 2.63320], [-2.21420, 0.26765, 3.55594], [-3.27828, -0.33071, 4.21910], [-4.21295, 0.55992, 5.43002], [-5.81691, -5.66378, 1.92368], [-5.44564, -5.60602, 3.72258], [-6.70500, -3.37637, 2.08523], [-6.73748, -4.14246, 5.06348], [-8.26446, -3.92745, 4.25712], [-10.39597, -1.17136, 4.95978], [-9.81836, -2.79148, 5.22746], [-10.71321, -3.03610, 3.06716], [-9.12915, -2.37694, 2.56243], [-10.00874, 0.33324, 1.22127], [-9.08332, 0.62994, 5.20296], [-6.85407, 1.66164, 5.51164], [-4.87603, -3.18682, 4.29964], [-3.16306, -3.37814, 2.75857], [-1.25271, -2.31775, 1.63221], [-0.63712, 0.02806, 2.14956], [-1.98811, 1.29996, 3.78975], [1.69183, -0.46992, 3.05475], [2.68367, 0.26603, 2.55877], [3.94524, 0.34224, 3.12806], [4.18886, -0.38819, 4.28056], [3.16652, -1.15974, 4.80937], [1.94097, -1.16750, 4.15945], [2.45153, 0.82593, 1.65844], [4.71347, 0.95644, 2.67871], [5.15973, -0.35708, 4.75816], [3.31259, -1.74475, 5.70686], [1.11338, -1.75837, 4.53823], [-0.21874, -0.46741, -0.99054], [0.96185, -0.63101, -0.39721], [2.13130, -0.93067, -1.08250], [2.07350, -1.06807, -2.45954], [0.85236, -0.90138, -3.09144], [-0.25689, -0.60346, -2.31569], [0.96358, -0.52102, 0.68081], [3.06321, -1.05231, -0.54552], [2.96151, -1.29768, -3.03210], [0.76360, -0.99779, -4.16428], [-1.22993, -0.46258, -2.77440], [3.26244, 0.72531, -4.95009], [2.95495, 0.93888, -6.22793], [3.77284, 1.62910, -7.11052], [4.97716, 2.12818, -6.63932], [5.31064, 1.91587, -5.31154], [4.42319, 1.21087, -4.51272], [2.00314, 0.53574, -6.55810], [3.47098, 1.77102, -8.13931], [5.64436, 2.67548, -7.29245], [6.23815, 2.29113, -4.90160], [4.65178, 1.02324, -3.46869], [5.66426, 5.54130, -5.24860], [4.40337, 5.40997, -4.84096], [3.68674, 6.42031, -4.21748], [4.31586, 7.63526, -4.00116], [5.62876, 7.78829, -4.41721], [6.25427, 6.71554, -5.03429], [3.94954, 4.44247, -5.02871], [2.66325, 6.25522, -3.91040], [3.79232, 8.44932, -3.51657], [6.15910, 8.71877, -4.26815], [7.28019, 6.79724, -5.37649], [7.88409, -0.36456, -3.49451], [9.04767, -0.53572, -2.87074], [10.23042, -0.84937, -3.52348], [10.20408, -0.99598, -4.90102], [9.00104, -0.82231, -5.56554], [7.87596, -0.50786, -4.81823], [9.02716, -0.41494, -1.79316], [11.14716, -0.97485, -2.96394], [11.10597, -1.24115, -5.44703], [8.93274, -0.92699, -6.63962], [6.91400, -0.36227, -5.29692]], "spin_multiplicity": 1, "smiles": "C=CCc1c(CCOC=O)ccc2c1Nc1ccccc1S2.c1ccncc1.c1ccncc1.c1ccncc1.c1ccncc1.c1ccncc1", "max_force_ev_per_a": 1.101, "energy_ha": -2540.90971}



No. 3
{"formula": "C36H28Cl2N12O2STa", "method": "ωB97M-V with the def2-TZVPD basis set", "elements": ["Ta", "C", "C", "C", "C", "N", "C", "N", "C", "N", "C", "N", "C", "C", "C", "C", "C", "N", "C", "C", "C", "C", "C", "C", "H", "H", "H", "H", "H", "H", "H", "H", "H", "H", "H", "H", "Cl", "C", "C", "C", "Cl", "C", "C", "C", "C", "N", "C", "C", "O", "H", "H", "H", "H", "C", "C", "N", "N", "C", "S", "N", "N", "H", "H", "H", "H", "H", "H", "N", "C", "O", "C", "C", "C", "C", "N", "C", "H", "H", "H", "H", "H", "H"], "positions_angstrom": [[8.67576, 11.83112, 13.53641], [6.76224, 8.70967, 16.17782], [7.49598, 7.51348, 15.90814], [8.23235, 7.45846, 14.71460], [8.27930, 8.62441, 13.88802], [7.73648, 9.84334, 14.27629], [6.75836, 9.73136, 15.25438], [8.72287, 8.36156, 12.61566], [8.75784, 9.27088, 11.63937], [8.43800, 10.67887, 11.76244], [8.25303, 11.17113, 10.46428], [7.77325, 12.33496, 10.03625], [7.19357, 13.29546, 10.78727], [6.60162, 14.36090, 10.06253], [5.83738, 15.30342, 10.71517], [5.69468, 15.20915, 12.10603], [6.37357, 14.18879, 12.75298], [7.17387, 13.24013, 12.14264], [8.61556, 10.13847, 9.47814], [8.66870, 10.15730, 8.05854], [9.17470, 9.00559, 7.48963], [9.65554, 7.90928, 8.26827], [9.45142, 7.82292, 9.62474], [8.91111, 8.97047, 10.26213], [6.10289, 8.79069, 17.06565], [7.55517, 6.69615, 16.65919], [8.74408, 6.60689, 14.30253], [5.98869, 10.51358, 15.23326], [6.68098, 14.38209, 8.97032], [5.40397, 16.15797, 10.22586], [5.06929, 15.83139, 12.68965], [6.14637, 14.03814, 13.80234], [8.16624, 10.91485, 7.47243], [9.25456, 8.94928, 6.37895], [10.27094, 7.06932, 7.77556], [9.75724, 6.95012, 10.19289], [4.45579, 12.71255, 15.91082], [5.97682, 12.91999, 16.62906], [6.11064, 13.22243, 18.00772], [7.37971, 13.34267, 18.52402], [7.59580, 13.77314, 20.18891], [8.58290, 13.20838, 17.76912], [9.89695, 13.54310, 18.18076], [10.91040, 13.66539, 17.23001], [10.72926, 13.10138, 15.93723], [9.52584, 12.65774, 15.52324], [8.44874, 12.83846, 16.41563], [7.15349, 12.67650, 15.86657], [7.10964, 12.37723, 14.51734], [5.24660, 13.34044, 18.65095], [10.16651, 13.64836, 19.24699], [11.80017, 14.28517, 17.50047], [11.52306, 13.00617, 15.24234], [8.27096, 18.46012, 13.34725], [8.79037, 17.21318, 12.70841], [8.82502, 17.02963, 11.41326], [9.49749, 15.82330, 11.31840], [9.74438, 15.25228, 12.50557], [10.29455, 13.64788, 12.82396], [9.22050, 16.14482, 13.42348], [8.67783, 15.94651, 14.66478], [7.46458, 18.88602, 12.73028], [9.11663, 19.12765, 13.47929], [7.81173, 18.28687, 14.29850], [9.59992, 15.33491, 10.43321], [8.83609, 14.98371, 14.96616], [9.09047, 16.71494, 15.20487], [10.84185, 8.24431, 17.37466], [11.70154, 7.89771, 16.30281], [12.55053, 7.02732, 16.30020], [11.52856, 8.78583, 15.10410], [12.21950, 8.42869, 13.92246], [12.05127, 9.27158, 12.79256], [11.30477, 10.42370, 12.94706], [10.55369, 10.65618, 14.03884], [10.79848, 9.94187, 15.17768], [11.07768, 7.59209, 18.11688], [9.86090, 8.17168, 17.21284], [12.69999, 7.50521, 13.86273], [12.48464, 9.10396, 11.82884], [11.24767, 11.12058, 12.07592], [10.43764, 10.30093, 16.12655]], "spin_multiplicity": 1, "total_charge": 3, "max_force_ev_per_a": 3.362, "energy_ha": -3570.98967}



No. 4
{"formula": "C2H4O2S", "method": "ωB97M-V with the def2-TZVPD basis set", "elements": ["C", "C", "O", "O", "S", "H", "H", "H", "H"], "positions_angstrom": [[1.08093, -0.04499, -0.58491], [1.20469, 0.15958, 0.75905], [-2.19254, -1.19271, -0.78119], [-2.20906, 1.10237, 0.02242], [-1.91446, -0.27946, 0.27582], [0.78286, -0.97876, -0.89103], [0.85108, 0.69859, -1.41060], [1.29687, 1.20576, 1.21537], [1.09963, -0.67038, 1.39508]], "spin_multiplicity": 1, "max_force_ev_per_a": 3.577, "energy_ha": -627.21071}



No. 5
{"formula": "C2H10NO3", "method": "ωB97M-V with the def2-TZVPD basis set", "elements": ["C", "O", "C", "N", "H", "H", "H", "H", "H", "H", "H", "H", "O", "H", "H", "O"], "positions_angstrom": [[0.12348, 0.54512, 0.73839], [0.52566, -0.47259, -0.08236], [-1.38674, 0.70321, 0.76294], [-1.90620, 1.22320, -0.53661], [0.54761, 1.51272, 0.41399], [0.42980, 0.41991, 1.79472], [-1.69308, 1.37431, 1.56360], [-1.84164, -0.25917, 0.98866], [-2.67700, 0.62485, -0.80984], [-1.19345, 0.94640, -1.22380], [0.87781, -1.77903, 0.67338], [2.11661, -2.66519, 0.96970], [1.16676, -2.66459, 1.11550], [2.06952, -0.10303, -2.74282], [1.28260, 0.05707, -1.39018], [1.55827, 0.53681, -2.23529]], "spin_multiplicity": 1, "total_charge": -1, "max_force_ev_per_a": 0.811, "energy_ha": -362.70673}



No. 6
{"formula": "C27H25FeN7O7", "method": "ωB97M-V with the def2-TZVPD basis set", "elements": ["Fe", "O", "C", "C", "C", "C", "C", "C", "C", "O", "N", "N", "C", "C", "C", "C", "C", "C", "C", "O", "H", "H", "H", "H", "H", "H", "H", "H", "H", "H", "O", "C", "O", "C", "C", "C", "C", "C", "N", "C", "O", "O", "H", "H", "H", "C", "N", "C", "N", "C", "N", "C", "N", "C", "C", "H", "H", "H", "H", "H", "H", "H", "H", "H", "H", "H", "H"], "positions_angstrom": [[0.10890, 0.85705, -0.46058], [3.94990, 4.37474, -1.50826], [3.27647, 4.34678, -2.66835], [3.75818, 5.11709, -3.72939], [3.10354, 5.12349, -4.94840], [1.95444, 4.36265, -5.13539], [1.47443, 3.59883, -4.08335], [2.11285, 3.57512, -2.84816], [1.53617, 2.73139, -1.76055], [0.47068, 2.08764, -1.97867], [2.18731, 2.73742, -0.61650], [1.56877, 1.90543, 0.31221], [2.16301, 1.80845, 1.44007], [1.76288, 0.94108, 2.52190], [2.56578, 0.91974, 3.66529], [2.27206, 0.13747, 4.76592], [1.11376, -0.64694, 4.72016], [0.29930, -0.65281, 3.61263], [0.58406, 0.12313, 2.44434], [-0.20425, 0.10089, 1.44549], [3.45106, 3.75045, -0.88868], [4.65532, 5.70214, -3.56754], [3.49544, 5.72718, -5.75991], [1.44108, 4.36470, -6.08881], [0.58321, 2.99264, -4.18437], [3.06765, 2.40186, 1.58399], [3.45198, 1.54902, 3.67425], [2.91468, 0.13599, 5.63742], [0.84823, -1.26257, 5.57465], [-0.60719, -1.24696, 3.59942], [1.62460, -2.21758, -2.58057], [1.02429, -1.29234, -2.02239], [1.41791, -0.57292, -1.04980], [-0.38761, -0.96078, -2.49288], [-1.03159, -1.51259, -3.58597], [-2.33628, -1.10834, -3.85484], [-2.94883, -0.16159, -3.04166], [-2.23123, 0.35466, -1.97268], [-1.00301, -0.07318, -1.72445], [-2.69776, 1.45616, -1.00865], [-3.84864, 1.88824, -1.15755], [-1.82302, 1.77091, -0.15517], [-0.50485, -2.24081, -4.18782], [-2.87027, -1.52468, -4.70222], [-3.95158, 0.20414, -3.21616], [-2.34406, -2.19025, 0.95729], [-1.23739, -2.49571, 0.06400], [-1.68169, -3.45559, -0.93410], [-2.17146, -4.71177, -0.32599], [-3.25616, -4.36005, 0.59568], [-2.84718, -3.41098, 1.63017], [-1.72305, -4.00679, 2.36071], [-0.58858, -4.34313, 1.49696], [-0.15218, -3.09159, 0.83331], [-1.06754, -5.26356, 0.46799], [-3.15747, -1.73632, 0.38507], [-1.99898, -1.46981, 1.69770], [-0.84966, -3.69327, -1.60011], [-2.48885, -3.01332, -1.52371], [-3.61762, -5.27532, 1.07730], [-4.07417, -3.91987, 0.01959], [-2.07176, -4.91938, 2.85692], [-1.38417, -3.29996, 3.11969], [0.68856, -3.30099, 0.16873], [0.17192, -2.38214, 1.59172], [-1.40864, -6.18730, 0.94853], [-0.24029, -5.50009, -0.20531]], "spin_multiplicity": 1, "total_charge": -2, "max_force_ev_per_a": 0.611, "energy_ha": -3217.76206}